Record 1
Formula: C25H46N7O5Ti
Source: OMol25
Level of theory: ωB97M-V/def2-TZVPD

Positions of all 84 atoms, in Å:
Ti -1.31 -0.51 0.11
C 2.17 -3.07 1.44
C 0.83 -2.37 1.65
C 0.87 -1.20 2.67
C 1.89 -0.03 2.80
C 3.35 -0.47 2.67
C 1.71 0.49 4.24
N 1.70 1.04 1.80
C 0.67 2.06 2.05
C 0.62 3.09 0.92
N 0.24 2.55 -0.38
C -1.13 2.80 -0.77
C -1.70 1.69 -1.67
O -2.63 1.85 -2.42
O -1.12 0.51 -1.48
C 1.16 2.82 -1.49
C 1.41 4.32 -1.71
C 2.51 2.10 -1.34
C 2.64 0.66 -1.86
C 2.22 0.60 -3.34
C 4.12 0.28 -1.74
N 1.78 -0.24 -1.07
C 1.96 -1.64 -1.33
C 0.74 -2.49 -0.96
N 0.02 -2.24 0.33
C -1.05 -3.26 0.39
C -2.24 -2.75 1.24
O -3.21 -3.44 1.43
O -2.05 -1.52 1.65
H 2.55 -3.36 2.42
H 2.92 -2.45 0.97
H 2.05 -3.99 0.87
H 0.23 -3.09 2.20
H 1.01 -1.75 3.60
H -0.13 -0.78 2.76
H 3.56 -1.37 3.24
H 4.00 0.32 3.07
H 3.64 -0.63 1.63
H 2.02 -0.27 4.96
H 0.67 0.74 4.46
H 2.32 1.38 4.40
H 0.00 0.11 0.77
H 2.58 1.53 1.72
H 0.83 2.60 2.99
H -0.31 1.57 2.15
H 1.61 3.55 0.84
H -0.05 3.90 1.23
H -1.29 3.75 -1.29
H -1.78 2.81 0.11
H 0.67 2.43 -2.38
H 2.07 4.73 -0.95
H 0.48 4.89 -1.71
H 1.89 4.48 -2.68
H 2.82 2.12 -0.29
H 3.26 2.68 -1.87
H 2.64 1.45 -3.88
H 1.14 0.61 -3.43
H 2.60 -0.30 -3.83
H 4.74 0.94 -2.34
H 4.31 -0.74 -2.08
H 4.45 0.36 -0.70
H 1.85 0.00 -0.08
H 2.87 -2.08 -0.91
H 2.05 -1.77 -2.41
H 1.02 -3.55 -1.01
H -0.01 -2.32 -1.74
H -0.75 -4.21 0.85
H -1.42 -3.50 -0.61
C -5.75 1.10 0.59
N -5.28 0.00 -0.26
C -6.12 -0.76 -1.01
C -5.65 -1.74 -1.81
C -4.24 -1.97 -1.82
N -3.43 -1.25 -1.05
C -3.94 -0.25 -0.30
O -3.15 0.45 0.38
N -3.70 -2.91 -2.60
H -6.83 1.14 0.53
H -5.32 2.03 0.25
H -5.44 0.92 1.62
H -7.16 -0.51 -0.94
H -6.32 -2.33 -2.42
H -4.27 -3.41 -3.26
H -2.71 -2.92 -2.73

As for the energy above the lowest of the compared OMol25 structures with the same formula, charge and spin: 0.000 eV. Its strongest force on any atom is 0.022 hartree/bohr. The LUMO energy is -3.48 eV. Its total charge is +1.

Record 2
Formula: C25H47B2N3P2Pt
Source: OMol25
Level of theory: ωB97M-V/def2-TZVPD

Positions of all 80 atoms, in Å:
Pt -0.80 -0.98 -0.08
C -2.99 0.89 2.13
C -3.20 1.92 1.02
C -4.54 1.65 0.35
C -3.19 3.32 1.64
P -1.79 1.55 -0.19
C -0.37 2.43 0.68
N 0.36 1.46 1.46
B 0.30 0.05 1.28
N 1.48 -0.49 1.89
C 2.01 -1.78 1.53
P 1.57 -2.08 -0.29
C 3.03 -1.23 -1.20
C 2.64 -1.16 -2.68
C 3.08 0.21 -0.67
C 4.39 -1.88 -1.03
C 1.68 -3.98 -0.39
C 1.77 -4.40 -1.85
C 2.81 -4.62 0.41
C 0.32 -4.43 0.16
C 2.13 0.53 2.53
C 3.24 0.52 3.35
C 3.68 1.72 3.88
C 3.03 2.91 3.59
C 1.90 2.94 2.79
C 1.45 1.74 2.26
C -1.98 2.51 -1.83
C -3.02 1.75 -2.66
C -0.62 2.34 -2.53
C -2.36 3.98 -1.72
H -3.78 0.98 2.88
H -2.03 1.03 2.62
H -3.03 -0.12 1.73
H -5.32 1.61 1.10
H -4.53 0.70 -0.18
H -4.80 2.45 -0.35
H -4.16 3.50 2.10
H -3.02 4.09 0.89
H -2.44 3.41 2.42
H -0.73 3.25 1.30
H 0.30 2.86 -0.08
H 1.54 -2.58 2.12
H 3.09 -1.82 1.69
H 1.63 -0.77 -2.78
H 2.67 -2.14 -3.15
H 3.32 -0.51 -3.22
H 2.08 0.65 -0.68
H 3.72 0.81 -1.31
H 3.48 0.26 0.34
H 4.44 -2.84 -1.55
H 4.64 -2.03 0.02
H 5.16 -1.23 -1.45
H 2.75 -4.21 -2.27
H 1.02 -3.88 -2.45
H 1.58 -5.47 -1.94
H 3.79 -4.33 0.04
H 2.73 -5.70 0.32
H 2.75 -4.38 1.47
H -0.49 -3.95 -0.38
H 0.22 -4.19 1.22
H 0.21 -5.51 0.06
H 3.75 -0.41 3.59
H 4.54 1.74 4.53
H 3.39 3.84 4.01
H 1.39 3.87 2.58
H -2.78 0.69 -2.69
H -3.02 2.13 -3.69
H -4.02 1.86 -2.27
H -0.21 1.35 -2.31
H 0.09 3.10 -2.23
H -0.75 2.42 -3.61
H -3.36 4.09 -1.32
H -2.35 4.43 -2.71
H -1.66 4.52 -1.09
B -5.16 -1.85 -1.31
C -3.67 -1.80 -0.99
N -2.52 -1.76 -0.77
H -5.44 -2.88 -1.84
H -5.38 -0.92 -2.03
H -5.69 -1.79 -0.23

Its strongest force on any atom is 0.058 hartree/bohr. The LUMO energy is -0.44 eV.

Record 3
Formula: C25H47Cl2NO3P2SV
Source: OMol25
Level of theory: ωB97M-V/def2-TZVPD

Positions of all 82 atoms, in Å:
V -1.13 -0.46 -0.02
Cl -0.33 0.13 -2.04
P -3.04 -1.32 -1.08
C -3.22 -2.16 -2.70
C -3.80 -2.11 0.36
C -3.54 0.45 -1.40
C -2.04 -3.09 -3.04
H -3.22 -1.33 -3.43
C -4.57 -2.88 -2.76
H -4.65 -3.68 -2.01
H -4.65 -3.34 -3.76
H -5.41 -2.18 -2.65
H -1.14 -2.51 -3.28
H -2.29 -3.71 -3.91
H -1.81 -3.77 -2.21
H -3.01 0.75 -2.33
C -3.12 1.43 -0.31
C -5.05 0.52 -1.74
H -5.26 0.10 -2.73
H -5.34 1.58 -1.77
H -5.67 0.02 -0.99
H -2.11 1.22 0.16
H -3.87 1.53 0.49
H -3.02 2.43 -0.75
C -3.20 -3.51 0.51
H -4.88 -2.15 0.10
C -3.59 -1.30 1.64
H -3.33 -4.10 -0.40
H -3.68 -4.04 1.35
H -2.13 -3.40 0.76
H -2.50 -1.25 1.87
H -4.08 -1.81 2.48
H -4.01 -0.28 1.56
Cl -0.09 -1.82 1.46
H -1.50 -1.85 -0.87
P 3.74 0.14 -0.98
C 3.65 1.76 -1.79
C 4.25 -0.09 0.72
C 3.62 -1.25 -2.14
C 2.36 2.56 -1.49
H 3.58 1.53 -2.88
C 4.95 2.50 -1.47
H 5.00 2.81 -0.42
H 5.04 3.37 -2.14
H 5.79 1.82 -1.65
H 1.48 2.11 -1.97
H 2.49 3.56 -1.93
H 2.13 2.68 -0.42
H 3.03 -0.84 -2.99
C 2.87 -2.52 -1.67
C 5.07 -1.49 -2.60
H 5.37 -0.64 -3.22
H 5.11 -2.42 -3.18
H 5.75 -1.55 -1.73
H 1.97 -2.28 -1.08
H 3.54 -3.18 -1.10
H 2.53 -3.04 -2.58
C 3.51 0.85 1.71
H 5.35 0.16 0.70
C 4.07 -1.55 1.21
H 3.56 1.90 1.38
H 4.00 0.76 2.68
H 2.44 0.58 1.83
H 3.00 -1.82 1.25
H 4.47 -1.60 2.24
H 4.61 -2.25 0.57
O -0.53 5.72 2.28
S 0.48 4.72 2.49
O 1.78 5.16 2.96
N 0.60 3.63 1.28
C 0.23 2.36 1.60
O 0.33 1.36 0.82
C -0.23 2.27 3.01
C -0.62 1.14 3.74
C -0.98 1.30 5.09
C -0.93 2.56 5.69
C -0.51 3.68 4.96
C -0.16 3.50 3.63
H -0.61 0.16 3.24
H -1.30 0.43 5.65
H -1.21 2.66 6.73
H -0.43 4.68 5.41

Its strongest force on any atom is 0.062 hartree/bohr. Its expectation value of S² is 0.776. The LUMO energy (spin up / spin down) is -1.62 / -1.18 eV. Its spin multiplicity is 2.

Record 4
Formula: C25H47ClP2Y
Source: OMol25
Level of theory: ωB97M-V/def2-TZVPD

Positions of all 76 atoms, in Å:
Y -0.51 -0.49 -1.15
C -2.18 1.72 0.83
C -2.64 0.82 -0.18
C -2.24 -0.39 1.76
C -2.00 0.98 2.02
C -2.69 -0.50 0.41
C -2.06 3.18 0.68
H -1.82 3.47 -0.35
H -1.27 3.60 1.33
H -3.00 3.70 0.95
C -1.77 1.55 3.38
H -1.60 2.63 3.34
H -0.90 1.08 3.87
H -2.64 1.38 4.03
C -2.20 -1.49 2.74
H -3.21 -1.76 3.08
H -1.61 -1.21 3.63
H -1.74 -2.40 2.32
C -3.20 -1.73 -0.27
H -4.26 -1.59 -0.56
H -3.15 -2.60 0.40
H -2.66 -2.00 -1.20
C -3.29 1.23 -1.45
H -4.30 1.64 -1.26
H -3.43 0.39 -2.15
H -2.72 2.02 -1.97
C 1.43 0.43 -1.80
C 0.36 1.29 -2.05
C -0.18 1.53 -3.45
C -1.10 0.41 -4.03
C -1.21 -0.87 -3.20
C -0.10 -1.70 -3.00
C 1.26 -1.40 -3.64
C 2.12 -0.33 -2.92
H 0.66 1.70 -4.15
H -0.76 0.18 -5.05
H -0.74 2.48 -3.44
H 2.51 0.37 -3.68
H 2.07 0.58 -0.91
H 0.08 2.07 -1.31
H 3.02 -0.82 -2.51
H 1.84 -2.34 -3.69
H -0.26 -2.77 -2.77
H 1.13 -1.10 -4.70
H -2.11 0.83 -4.15
H -2.22 -1.30 -3.17
P 2.34 2.25 1.97
C 1.66 3.07 3.41
H 2.33 3.90 3.69
H 1.57 2.38 4.25
H 0.67 3.49 3.18
C 4.06 1.84 2.18
H 4.62 2.75 2.42
H 4.46 1.41 1.25
H 4.18 1.11 2.99
C 2.07 3.27 0.53
H 2.37 2.75 -0.39
H 2.68 4.18 0.63
H 1.02 3.57 0.44
P 0.89 -3.07 0.30
C -0.11 -4.49 -0.26
H 0.56 -5.31 -0.56
H -0.74 -4.20 -1.12
H -0.77 -4.81 0.56
C 2.48 -3.31 -0.56
H 2.36 -3.19 -1.65
H 2.84 -4.32 -0.33
H 3.20 -2.56 -0.21
C 1.29 -3.54 2.00
H 1.88 -4.47 1.98
H 0.36 -3.70 2.57
H 1.86 -2.74 2.48
Cl 1.38 -0.28 3.31
C 1.44 0.67 1.78
H 1.95 0.02 1.05
H 0.40 0.87 1.48

As for the energy above the lowest of the compared OMol25 structures with the same formula, charge and spin: 0.475 eV. Its strongest force on any atom is 0.155 hartree/bohr. The LUMO energy (spin up / spin down) is -2.39 / -2.52 eV. Its total charge is +1.

Record 5
Formula: C25H47IN6
Source: OMol25
Level of theory: ωB97M-V/def2-TZVPD

Positions of all 79 atoms, in Å:
C -1.68 2.99 -3.27
C -1.50 2.05 -2.22
C -1.20 0.96 -0.97
C -2.07 1.65 0.29
N -2.70 1.80 1.43
C -1.79 -0.43 -1.53
C -1.86 -1.75 -0.62
C -2.47 -1.61 0.89
I -0.01 -3.00 -0.65
C 0.41 1.07 -0.70
C 1.32 0.19 -1.80
N 1.78 -0.64 -2.71
C 1.01 2.62 -0.90
C 2.59 2.74 -0.34
N 3.69 2.29 -1.04
C 0.77 0.45 0.77
N 0.73 1.40 1.93
C 0.35 0.75 3.24
H -1.73 3.70 -4.21
H -2.90 -0.21 -1.92
H -1.20 -0.71 -2.53
H -2.63 -2.47 -1.18
H -3.29 -0.75 0.99
H -3.07 -2.62 1.11
H -1.66 -1.55 1.75
H 1.13 2.90 -2.06
H 0.31 3.42 -0.41
H 2.75 3.23 0.71
H 4.55 2.50 -0.45
H 0.06 -0.44 1.02
H 1.86 -0.02 0.67
H 0.22 2.29 1.74
H 1.26 0.95 3.98
H 0.19 -0.41 3.19
H -0.57 1.33 3.70
C -8.24 -0.42 -2.68
C -8.71 -0.52 -1.24
N -7.82 -1.32 -0.38
C -8.41 -1.63 0.93
C -8.69 -0.46 1.87
C -6.42 -0.91 -0.34
C -6.11 0.52 0.11
H -8.11 -1.41 -3.13
H -8.99 0.12 -3.28
H -7.30 0.13 -2.77
H -9.70 -1.00 -1.26
H -8.86 0.49 -0.84
H -7.77 -2.35 1.45
H -9.35 -2.16 0.76
H -7.78 -0.08 2.33
H -9.34 -0.80 2.69
H -9.20 0.37 1.37
H -5.99 -1.05 -1.34
H -5.85 -1.60 0.29
H -6.79 1.25 -0.33
H -5.09 0.79 -0.21
H -6.14 0.61 1.19
C 5.92 -1.15 -0.83
C 7.33 -0.56 -0.85
N 7.71 0.12 0.39
C 8.95 0.89 0.27
C 10.24 0.12 -0.01
C 7.60 -0.67 1.62
C 8.39 -1.97 1.71
H 5.17 -0.38 -0.60
H 5.68 -1.57 -1.81
H 5.82 -1.96 -0.10
H 7.35 0.17 -1.67
H 8.03 -1.36 -1.11
H 9.09 1.50 1.17
H 8.81 1.62 -0.54
H 10.61 -0.39 0.88
H 11.03 0.82 -0.32
H 10.13 -0.61 -0.81
H 6.54 -0.91 1.78
H 7.86 -0.04 2.48
H 8.34 -2.56 0.79
H 7.98 -2.60 2.51
H 9.44 -1.79 1.95

Its strongest force on any atom is 0.242 hartree/bohr. The LUMO energy is -0.09 eV. Its structure (SMILES) is [H]/N=C/C[C@@](C#N)(CNC)[C@](C#C)(C#N)C[C@H](C)I.CCN(CC)CC.CCN(CC)CC.

Record 6
Formula: C25H47N3
Source: OMol25
Level of theory: ωB97M-V/def2-TZVPD

Positions of all 75 atoms, in Å:
C -6.46 -1.17 -0.05
H -6.99 -1.71 0.74
C -5.08 -0.76 0.44
H -4.59 -1.65 0.84
H -5.18 -0.04 1.26
C -4.20 -0.14 -0.65
C -4.81 1.16 -1.16
H -4.96 1.85 -0.34
H -5.78 0.97 -1.63
H -4.18 1.63 -1.90
H -4.13 -0.86 -1.49
C -2.77 0.12 -0.12
N -2.12 -1.00 0.53
H -2.55 -1.19 1.43
C -1.97 -2.23 -0.22
H -2.86 -2.88 -0.18
C -0.76 -3.01 0.33
C 0.49 -2.17 0.20
C 1.03 -1.86 -1.04
C 2.17 -1.09 -1.14
C 2.81 -0.59 -0.01
C 2.25 -0.89 1.23
C 1.11 -1.66 1.33
H 0.71 -1.89 2.31
H 2.72 -0.51 2.13
C 4.08 0.19 -0.13
H 4.28 0.73 0.80
H 3.98 0.93 -0.93
C 5.28 -0.72 -0.45
C 5.54 -1.69 0.69
H 5.79 -1.15 1.61
H 4.66 -2.31 0.88
H 6.38 -2.35 0.45
C 6.52 0.13 -0.72
H 7.37 -0.51 -0.96
H 6.35 0.81 -1.56
H 6.78 0.72 0.16
H 5.04 -1.29 -1.35
H 2.58 -0.87 -2.12
H 0.56 -2.22 -1.94
C -0.61 -4.36 -0.38
H -1.49 -4.97 -0.21
H -0.50 -4.22 -1.45
H 0.27 -4.88 -0.01
H -0.94 -3.20 1.39
H -1.79 -1.98 -1.27
C -1.81 0.65 -1.23
N -1.38 2.02 -1.11
H -2.16 2.66 -1.02
C -0.34 2.31 -0.13
H 0.13 1.36 0.14
C -0.89 2.97 1.16
N -0.31 2.52 2.41
H 0.70 2.53 2.34
C -0.74 1.20 2.83
H -0.59 0.41 2.07
H -1.81 1.24 3.06
H -0.21 0.93 3.74
H -1.97 2.80 1.24
H -0.74 4.06 1.11
C 0.73 3.19 -0.81
C 1.23 2.50 -2.08
H 0.39 2.30 -2.74
H 1.95 3.12 -2.60
H 1.70 1.55 -1.83
C 1.92 3.47 0.12
H 1.62 4.07 0.97
H 2.69 4.01 -0.42
H 2.34 2.53 0.47
H 0.27 4.14 -1.09
H -2.29 0.54 -2.21
H -0.91 0.04 -1.23
H -2.85 0.89 0.65
H -6.38 -1.82 -0.91
H -7.06 -0.31 -0.32

As for the energy above the lowest of the compared OMol25 structures with the same formula, charge and spin: 0.350 eV. Its strongest force on any atom is 0.010 hartree/bohr. The LUMO energy is 0.82 eV. Its structure (SMILES) is CC[C@@H](C)[C@H](CN[C@H](CNC)C(C)C)NC[C@@H](C)c1ccc(CC(C)C)cc1.